# 1
Formula: C9H13NO
Source: the Open Molecules 2025 dataset
Level of theory: wB97M-V/def2-TZVPD

## Properties
Max |F|, hartree/bohr: 0.0487
Energy, Eh: -480.7283
E_HOMO, Ha: -0.333
Multiplicity: 1
Energy relative to the best compared isomer or geometry (same formula, charge and spin), kcal/mol: 18.2
Lowest unoccupied orbital energy, eV: 0.75

Positions of all 24 atoms, in Å:
C1 -1.104 3.475 -0.813
C2 -1.219 2.199 -0.096
C3 -0.438 1.126 -0.549
C4 -0.712 -0.171 -0.165
C5 -1.738 -0.456 0.706
C6 -2.461 0.604 1.249
C7 -2.196 1.916 0.875
H1 -0.347 4.153 -0.391
H2 -1.945 4.165 -0.678
H3 -0.793 3.386 -1.872
H4 0.287 1.372 -1.332
H5 -0.277 -1.053 -0.614
H6 -1.981 -1.515 0.835
H7 -3.286 0.373 1.929
H8 -2.762 2.675 1.399
C8 2.200 -1.253 -1.394
C9 2.169 -2.286 -0.193
N1 1.920 -1.641 0.995
O1 2.559 -3.419 -0.292
H9 1.680 -0.299 -1.225
H10 1.708 -1.640 -2.281
H11 3.252 -0.953 -1.626
H12 1.893 -2.116 1.880
H13 2.071 -0.653 0.906

# 2
Formula: C9H13NO
Source: the Open Molecules 2025 dataset
Level of theory: wB97M-V/def2-TZVPD

## Properties
Max |F|, hartree/bohr: 0.0454
Energy, Eh: -480.7294
E_HOMO, Ha: -0.326
Multiplicity: 1
Energy relative to the best compared isomer or geometry (same formula, charge and spin), kcal/mol: 17.5
Lowest unoccupied orbital energy, eV: 0.77

Positions of all 24 atoms, in Å:
C1 -0.888 -1.336 -1.117
C2 -0.908 -1.021 0.328
C3 -0.702 -2.128 1.184
C4 -0.784 -1.901 2.551
C5 -1.021 -0.652 3.122
C6 -1.480 0.308 2.256
C7 -1.312 0.179 0.854
H1 -1.504 -2.212 -1.355
H2 0.153 -1.424 -1.503
H3 -1.288 -0.491 -1.705
H4 -0.379 -3.103 0.846
H5 -0.801 -2.734 3.262
H6 -1.064 -0.470 4.175
H7 -1.912 1.241 2.587
H8 -1.565 1.027 0.258
C8 2.043 0.746 -2.289
C9 1.116 1.899 -1.893
N1 1.791 2.854 -1.192
O1 -0.094 1.755 -1.928
H9 1.553 -0.077 -1.751
H10 3.091 0.888 -1.890
H11 1.980 0.495 -3.337
H12 1.217 3.359 -0.533
H13 2.758 2.797 -0.932

# 3
Formula: C9H13NO
Source: the Open Molecules 2025 dataset
Level of theory: wB97M-V/def2-TZVPD

## Properties
Max |F|, hartree/bohr: 0.0709
Energy, Eh: -480.5253
E_HOMO (alpha / beta), Ha: -0.313 / -0.288
Multiplicity: 1
Energy relative to the best compared isomer or geometry (same formula, charge and spin), kcal/mol: 145.6
Lowest unoccupied orbital energy (alpha / beta), eV: 0.14 / -0.18

Positions of all 24 atoms, in Å:
C1 -3.204 -1.922 1.134
C2 -1.115 -1.876 0.924
C3 -1.542 -0.764 0.375
C4 0.658 -0.567 0.240
C5 -0.554 0.232 -0.143
C6 1.364 -1.488 -0.646
C7 1.441 0.009 1.381
C8 -0.755 1.552 0.661
C9 -0.867 0.599 -1.628
N1 -2.151 -2.628 1.400
O1 -2.933 -0.739 0.393
H1 -4.295 -2.243 1.243
H2 2.224 -0.960 -0.867
H3 0.751 -1.684 -1.567
H4 1.598 -2.559 -0.218
H5 0.960 0.204 2.336
H6 1.837 1.007 0.958
H7 2.414 -0.612 1.681
H8 -0.037 2.219 0.228
H9 -0.833 1.372 1.813
H10 -1.815 1.997 0.364
H11 -0.915 -0.237 -2.290
H12 -0.087 1.310 -1.883
H13 -1.812 1.299 -1.743

# 4
Formula: C9H13NO
Source: the Open Molecules 2025 dataset
Level of theory: wB97M-V/def2-TZVPD

## Properties
Max |F|, hartree/bohr: 0.1129
Energy, Eh: -480.6197
E_HOMO, Ha: -0.314
Multiplicity: 1
Energy relative to the best compared isomer or geometry (same formula, charge and spin), kcal/mol: 86.3
Lowest unoccupied orbital energy, eV: 0.59

Positions of all 24 atoms, in Å:
C1 -3.451 1.152 -0.748
N1 -2.754 0.381 0.317
C2 -1.764 -0.493 -0.013
C3 -1.236 -1.416 1.103
O1 -1.233 -0.424 -1.120
H1 -3.107 0.605 -1.702
H2 -4.540 0.990 -0.697
H3 -3.037 2.291 -0.953
H4 -3.493 -0.191 1.096
H5 -2.029 -1.762 1.840
H6 -0.358 -0.819 1.691
H7 -0.941 -2.309 0.561
C4 3.523 0.879 0.095
C5 3.633 -0.399 -0.534
C6 2.398 -1.012 -0.684
C7 1.143 -0.434 -0.341
C8 1.111 0.759 0.237
C9 2.274 1.322 0.570
H8 4.414 1.448 0.196
H9 4.557 -0.758 -0.929
H10 2.294 -2.087 -1.263
H11 0.357 -1.207 -0.369
H12 0.142 1.205 0.424
H13 2.098 2.278 1.223

# 5
Formula: C9H13NO2
Source: the Open Molecules 2025 dataset
Level of theory: wB97M-V/def2-TZVPD

## Properties
Max |F|, hartree/bohr: 0.0676
Energy, Eh: -555.7935
E_HOMO, Ha: -0.313
Multiplicity: 1
Energy relative to the best compared isomer or geometry (same formula, charge and spin), kcal/mol: 131.9
Lowest unoccupied orbital energy, eV: -0.63

Positions of all 25 atoms, in Å:
C1 4.956 -0.105 0.103
C2 -2.193 -0.653 -0.383
C3 -1.507 -1.675 0.518
C4 -1.399 0.599 -0.001
C5 0.015 -1.369 0.448
C6 4.836 -1.438 -0.248
C7 0.040 0.082 0.062
C8 1.201 0.788 -0.092
C9 1.279 2.298 -0.354
N1 5.283 0.923 0.522
O1 3.712 -1.954 -0.487
O2 2.423 0.249 0.194
H1 -1.976 -0.912 -1.364
H2 -3.170 -0.397 -0.181
H3 -1.826 -1.802 1.590
H4 -1.637 -2.687 0.165
H5 -1.566 1.476 -0.600
H6 -1.638 0.696 1.160
H7 0.656 -1.664 1.311
H8 0.373 -1.913 -0.326
H9 2.358 2.681 -0.589
H10 0.971 2.887 0.576
H11 0.622 2.532 -1.171
H12 2.896 -1.201 -0.384
H13 3.246 0.770 0.264

# 6
Formula: C9H13NO2
Source: the Open Molecules 2025 dataset
Level of theory: wB97M-V/def2-TZVPD

## Properties
Max |F|, hartree/bohr: 0.0460
Energy, Eh: -555.9597
E_HOMO, Ha: -0.299
Multiplicity: 1
Energy relative to the best compared isomer or geometry (same formula, charge and spin), kcal/mol: 27.6
Lowest unoccupied orbital energy, eV: 0.67

Positions of all 25 atoms, in Å:
C1 -0.331 -3.230 1.233
C2 0.027 -2.286 0.136
C3 0.267 -0.937 0.388
C4 0.697 -0.123 -0.649
C5 0.724 -0.606 -1.958
O1 0.706 0.248 -3.040
C6 0.326 -1.904 -2.291
C7 0.115 -2.725 -1.180
H1 -1.051 -4.061 1.124
H2 -0.588 -2.611 2.105
H3 0.494 -3.806 1.672
H4 0.396 -0.509 1.368
H5 0.991 0.912 -0.535
H6 0.834 1.168 -2.825
H7 -0.141 -2.152 -3.237
H8 -0.286 -3.735 -1.364
C8 -0.704 2.230 1.798
C9 0.277 2.859 0.834
N1 -0.398 3.727 -0.025
O2 1.461 2.662 0.675
H9 -1.717 2.417 1.446
H10 -0.485 2.890 2.680
H11 -0.465 1.186 1.958
H12 0.127 4.322 -0.642
H13 -1.276 4.065 0.327

# 7
Formula: C9H13NO2
Source: the Open Molecules 2025 dataset
Level of theory: wB97M-V/def2-TZVPD

## Properties
Max |F|, hartree/bohr: 0.0626
Energy, Eh: -555.8560
E_HOMO, Ha: -0.319
Multiplicity: 1
Energy relative to the best compared isomer or geometry (same formula, charge and spin), kcal/mol: 92.7
Lowest unoccupied orbital energy, eV: 0.68

Positions of all 25 atoms, in Å:
C1 -3.170 1.535 -2.500
O1 -3.163 0.271 -1.799
C2 -3.141 0.364 -0.380
C3 -1.719 0.368 0.132
C4 -1.340 1.277 1.105
C5 0.075 1.399 1.613
C6 1.065 0.443 1.012
C7 2.442 0.521 1.458
N1 2.900 1.355 2.356
O2 4.303 1.263 2.473
C8 0.656 -0.515 0.105
C9 -0.774 -0.680 -0.379
H1 -2.586 2.311 -2.012
H2 -2.779 1.384 -3.512
H3 -4.192 1.907 -2.557
H4 -3.739 -0.446 0.024
H5 -3.680 1.280 -0.043
H6 -2.084 1.965 1.473
H7 0.448 2.389 1.371
H8 0.122 1.285 2.711
H9 3.139 -0.133 0.974
H10 4.652 2.161 2.552
H11 1.351 -1.160 -0.389
H12 -1.202 -1.620 0.018
H13 -0.794 -0.708 -1.479

# 8
Formula: C9H14
Source: the Open Molecules 2025 dataset
Level of theory: wB97M-V/def2-TZVPD

## Properties
Max |F|, hartree/bohr: 0.1093
Net charge: -1
Energy, Eh: -351.2132
Expectation value of S²: 0.754
E_HOMO (alpha / beta), Ha: 0.043 / -0.163
Multiplicity: 2
Energy relative to the best compared isomer or geometry (same formula, charge and spin), kcal/mol: 41.5
Lowest unoccupied orbital energy (alpha / beta), eV: 3.71 / 3.54

Positions of all 23 atoms, in Å:
C1 -2.432 -0.165 2.971
C2 -1.758 -1.424 2.395
H1 -1.847 0.582 3.265
H2 -3.084 0.144 2.136
H3 -3.133 -0.367 3.874
H4 -0.925 -1.053 1.663
H5 -2.453 -1.913 1.811
H6 -1.308 -2.215 3.035
C3 3.117 0.399 -2.295
C4 -0.713 0.280 -0.412
C5 -0.232 -0.788 -1.171
C6 -0.017 1.510 -0.658
C7 1.029 -0.743 -1.798
C8 1.204 1.518 -1.154
C9 1.770 0.387 -1.700
H7 -1.600 0.362 0.247
H8 -0.777 -1.644 -1.160
H9 -0.464 2.518 -0.200
H10 1.512 -1.427 -2.395
H11 1.629 2.507 -1.087
H12 3.509 1.424 -2.158
H13 3.142 0.348 -3.390
H14 3.829 -0.241 -1.818

# 9
Formula: C9H14
Source: the Open Molecules 2025 dataset
Level of theory: wB97M-V/def2-TZVPD

## Properties
Max |F|, hartree/bohr: 0.0781
Net charge: -1
Energy, Eh: -351.2122
Expectation value of S²: 0.759
E_HOMO (alpha / beta), Ha: 0.036 / -0.131
Multiplicity: 2
Energy relative to the best compared isomer or geometry (same formula, charge and spin), kcal/mol: 42.1
Lowest unoccupied orbital energy (alpha / beta), eV: 3.60 / 3.54

Positions of all 23 atoms, in Å:
C1 -1.951 3.412 -0.366
C2 -2.049 2.082 -1.190
H1 -2.349 4.310 -0.835
H2 -2.734 3.242 0.430
H3 -0.829 3.524 -0.216
H4 -1.448 2.014 -2.174
H5 -3.044 1.896 -1.629
H6 -1.937 1.188 -0.449
C3 0.794 -2.842 2.162
C4 0.806 0.271 -0.077
C5 0.602 -0.464 1.073
C6 1.358 -0.235 -1.274
C7 0.870 -1.846 0.969
C8 1.876 -1.478 -1.297
C9 1.426 -2.341 -0.139
H7 0.349 1.305 0.064
H8 0.141 0.107 1.917
H9 1.376 0.398 -2.272
H10 2.523 -1.885 -2.045
H11 1.860 -3.028 2.547
H12 0.307 -3.808 1.883
H13 1.831 -3.355 -0.147
H14 0.221 -2.466 3.064

# 10
Formula: C9H14
Source: the Open Molecules 2025 dataset
Level of theory: wB97M-V/def2-TZVPD

## Properties
Max |F|, hartree/bohr: 0.0959
Energy, Eh: -351.2533
E_HOMO, Ha: -0.328
Multiplicity: 1
Energy relative to the best compared isomer or geometry (same formula, charge and spin), kcal/mol: 48.3
Lowest unoccupied orbital energy, eV: 0.95

Positions of all 23 atoms, in Å:
C1 1.426 1.368 0.983
C2 1.297 -0.130 0.973
C3 0.396 -0.695 1.983
C4 0.147 -2.088 1.876
C5 1.048 -2.875 1.174
C6 1.900 -2.392 0.270
C7 2.097 -0.961 0.267
H1 2.444 1.653 0.959
H2 0.830 1.694 1.708
H3 1.189 1.639 -0.012
H4 -0.089 -0.011 2.606
H5 -0.781 -2.511 2.392
H6 0.993 -3.933 1.399
H7 2.532 -3.060 -0.398
H8 2.898 -0.554 -0.414
C8 -1.597 1.625 -2.240
C9 -3.024 1.682 -1.598
H9 -1.570 1.929 -3.329
H10 -0.922 2.026 -1.541
H11 -1.237 0.554 -2.454
H12 -3.098 2.372 -0.771
H13 -3.614 2.010 -2.520
H14 -3.264 0.657 -1.315